C42H38MnN3O4P2Te | ωB97M-V with the def2-TZVPD basis set

Geometry (Å):
Te 1.3772 -2.3555 2.3387
Mn -0.6374 -0.3468 -2.4121
P 1.7216 0.2617 0.1820
P -0.8495 -1.1052 0.0086
O -2.0030 -2.5006 -3.9314
O -0.9092 1.3619 -1.4342
O -1.1639 0.9792 -4.0075
O 2.5420 -0.0660 -2.6915
N 1.3659 -0.7973 -2.9592
N -0.8562 -1.9936 -3.7820
N 0.6237 -1.4354 7.1340
C -2.6104 4.7813 -4.3603
C 3.4624 0.5073 2.2761
C 0.3050 -3.7707 -5.0679
C 4.6628 0.3978 2.9852
C -1.7725 2.9864 -2.9102
C -1.5566 -3.7424 -0.5547
C -2.3564 3.9460 -5.4789
C 1.9040 2.9760 -0.1568
C 5.6656 -0.6316 1.0651
C 3.3549 0.0711 0.9711
C -1.5886 -2.7232 0.4087
C -2.0900 0.5090 2.0088
C -3.1667 1.1033 2.6534
C -2.1077 -2.9508 1.6877
C 0.8443 2.3392 1.8984
C -2.4885 -4.2249 2.0323
C -2.2841 4.2831 -3.0936
C -2.4909 -5.2410 1.0750
C -1.4213 2.4471 -1.6511
C 0.2050 -0.7466 4.8453
C -2.0294 -5.0131 -0.2114
C 4.4724 -0.4965 0.3620
C -1.5937 2.1383 -4.0547
C 1.8708 4.3226 0.2310
C 0.8939 -1.8584 4.3333
C 0.2647 -2.4848 -4.2760
C 0.6753 -0.9882 0.9138
C 0.1038 -0.6120 6.2300
C 1.4511 1.9823 0.6895
C 1.2241 4.6635 1.4041
C -3.4224 -0.1241 0.1500
C 1.2952 -2.4819 6.6107
C 5.7726 -0.1691 2.3652
C -4.4105 0.9748 2.0823
C 2.7484 -1.8238 -4.7351
C 1.4780 -1.6394 -3.9210
C -2.1856 -0.1125 0.7864
C -1.7538 3.2718 -0.4047
C -1.9196 2.6828 -5.3203
C 1.4565 -2.7308 5.2593
C -4.5303 0.3547 0.8349
C 0.6692 3.6991 2.2146
H -2.6330 4.3012 -6.4614
H 3.3589 -2.6356 -4.3368
H 2.6099 0.8978 2.7521
H -1.4992 4.3154 -0.3854
H 4.6918 0.6832 4.0014
H 0.9122 -3.6477 -5.9648
H 2.0151 -3.5693 4.8915
H -1.7652 1.9710 -6.1270
H 6.4900 -1.1569 0.5993
H 3.3756 -0.8899 -4.7682
H -2.0146 -5.8143 -0.9279
H 1.7106 -3.1442 7.3865
H -1.2725 2.7649 0.4297
H -1.1493 -3.4589 -1.5372
H -2.9409 -4.4331 2.9970
H 1.1462 5.6937 1.6709
H 6.6612 -0.3309 2.9516
H 2.4639 -2.1145 -5.7558
H 2.4346 2.7114 -1.0466
H -5.3091 1.4048 2.4865
H 2.3279 0.1531 -1.7269
H -5.5161 0.2768 0.4170
H -3.5374 -0.6477 -0.7973
H -2.1824 -2.1834 2.4257
H 0.6584 -4.6286 -4.4992
H -2.9828 5.8017 -4.5015
H 4.3846 -0.9175 -0.6230
H 0.5020 1.5420 2.5386
H 2.3398 5.0728 -0.3696
H -1.1226 0.5029 2.4688
H 0.2730 4.0190 3.1802
H -0.3402 -0.0828 4.2181
H -0.7082 -4.0882 -5.3144
H -0.4667 0.2305 6.6313
H -2.8401 -6.2396 1.3561
H -3.0542 1.6365 3.5858
H -2.4241 4.9481 -2.2592
H -2.8092 3.1820 -0.2095

Forces on the atoms, in the same order (eV/Å):
Te -0.34 0.18 -0.77
Mn 0.00 -0.51 -0.97
P 0.17 -0.90 -0.49
P 0.09 -0.44 0.62
O -0.28 -0.71 -0.23
O 0.55 -0.40 0.57
O 0.70 -2.22 0.21
O -0.74 -0.32 0.04
N 1.14 -0.16 -0.52
N 0.89 0.46 0.25
N 0.34 -0.41 -0.75
C 0.65 -0.32 0.98
C 1.66 -0.33 0.35
C -0.11 0.35 0.18
C -0.47 -0.39 -1.35
C 0.10 -0.54 -0.89
C 0.15 0.59 0.43
C -0.92 0.64 0.15
C 0.60 1.00 0.53
C -0.08 -0.12 -0.24
C 0.16 -0.01 -0.03
C 0.17 -0.12 -0.15
C 0.47 0.15 0.36
C -0.08 -0.10 -0.04
C 0.39 -0.66 -0.51
C -0.16 0.96 -0.50
C -1.00 -0.58 -0.25
C -0.51 0.91 -1.34
C 0.14 -0.36 0.23
C -0.97 2.90 1.28
C 0.31 -1.29 0.51
C 0.25 0.51 0.00
C -0.20 -0.14 0.36
C -0.37 1.56 0.20
C -0.41 -1.12 -0.05
C -0.16 0.97 0.13
C 0.15 0.58 0.51
C -0.01 0.45 0.39
C -0.41 0.50 -0.13
C -0.82 0.12 1.00
C 0.02 0.10 -0.44
C -0.49 -0.42 0.41
C 0.02 -0.12 0.98
C -0.51 -0.05 0.35
C -0.21 0.01 -0.98
C 0.04 0.78 -0.14
C -0.63 -1.14 -0.79
C -0.20 -0.06 -0.21
C 0.35 -1.07 0.32
C 0.28 -0.62 -0.66
C -0.27 0.46 0.37
C 0.18 0.22 -0.02
C 0.48 -1.02 0.80
H 0.13 0.09 -0.19
H 0.00 0.03 0.14
H -0.79 0.46 0.65
H 0.26 0.39 -0.34
H 0.12 0.36 0.95
H -0.08 -0.26 -0.09
H 0.26 -0.46 0.16
H -0.08 0.33 -0.17
H 0.09 0.12 -0.02
H -0.77 -0.97 0.14
H -0.05 -0.16 -0.24
H -0.05 0.11 -0.60
H 0.10 0.18 -0.01
H -0.33 -0.57 0.35
H 0.27 0.08 0.07
H -0.01 0.58 0.26
H 0.33 0.04 -0.06
H 0.14 0.16 0.27
H 0.08 -0.21 -0.62
H -0.09 0.09 0.47
H 0.26 0.22 -0.39
H -0.26 -0.06 -0.32
H -0.04 0.18 -0.02
H 0.09 0.57 0.23
H 0.55 0.04 0.23
H 0.15 -0.47 0.17
H 0.00 0.02 -0.39
H -0.05 0.08 0.24
H 0.11 0.32 -0.36
H 0.29 0.04 0.20
H -0.22 -0.29 -0.29
H -0.10 0.53 -0.42
H -0.11 0.52 -0.27
H 0.15 -0.14 -0.07
H 0.09 0.34 -0.12
H 0.17 -0.05 0.14
H -0.03 -0.02 0.31
H -0.66 0.01 -0.06

Computed properties:
max |F| = 3.32 eV Å⁻¹
spin multiplicity = 6
expectation value of S² = 8.757
energy above the lowest of the compared OMol25 structures with the same formula, charge and spin = 0.00 kcal per mole
charge = -1
frontier orbital gap (spin up / spin down) = 6.7 / 7.0 eV
DFT total energy = -4190.1934 Eh
HOMO level (spin up / spin down) = -0.164 / -0.174 Ha

***

C42H38NO2PtTe | ωB97M-V with the def2-TZVPD basis set

Geometry (Å):
Pt 0.0322 -0.0779 0.2911
Te -0.6015 -0.2234 -2.3436
O 1.3874 -1.4851 -0.3132
O -1.3017 1.3912 0.7129
N -0.0044 -0.8093 2.4618
C 4.3658 0.4025 2.0282
C 3.2804 -0.2198 1.4278
C -5.0123 -1.6352 2.5800
C -4.2703 4.1731 0.7093
C 3.6106 -5.3576 -2.0613
C -5.0173 -0.4540 3.3066
C 0.7615 1.6105 -6.0865
C -4.0330 -1.8395 1.6203
C -3.9984 5.2313 1.5700
C 0.7711 -1.8687 2.7604
C -4.0474 0.5084 3.0719
C -1.9733 1.4106 1.9136
C 1.0816 -2.8446 1.6746
C -0.3228 1.1571 -3.9739
C -1.3099 2.0926 -4.3086
C 3.9487 -4.0162 -2.2031
C -2.7062 2.7656 1.9040
C -0.3336 3.0187 -7.8727
C 5.4290 -0.3512 2.5035
C 5.3843 -1.7333 2.4001
C -3.0779 5.0534 2.5874
C -2.4339 3.8309 2.7517
C 0.7612 0.9760 -4.8483
C 0.0540 -0.1724 4.7573
C 3.4538 -3.0781 -1.3169
C 1.2470 -2.0927 4.0427
C -0.3193 0.0537 3.4391
C 3.2339 -1.6041 1.2987
C 2.2629 -4.7854 -0.1465
C 0.8536 -1.2569 5.0722
C 2.7648 -5.7331 -1.0331
C -2.4196 2.4825 -3.3661
C 4.2949 -2.3530 1.8045
C -1.0130 1.3494 3.1261
C -3.0529 0.3115 2.1127
C -1.2786 2.7068 -5.5584
C -0.2789 2.4420 -6.4821
C -3.6313 2.9588 0.8777
C 1.9456 0.1239 -4.4749
C 2.6073 -3.4460 -0.2698
C 2.0450 -2.2933 0.5808
C -3.0655 -0.8718 1.3832
H -4.0624 1.4329 3.6383
H -3.8292 2.1365 0.2011
H -4.9771 4.3035 -0.1014
H -5.7711 -2.3872 2.7620
H 4.5949 -3.7039 -3.0148
H 4.2724 -3.4338 1.7201
H -4.4920 6.1867 1.4408
H 2.4483 0.5431 -3.6011
H 4.3896 1.4825 2.1114
H -2.0691 3.4057 -5.8205
H 6.2105 -2.3301 2.7693
H 1.5901 1.4452 -6.7685
H 3.9954 -6.0992 -2.7505
H -4.0273 -2.7592 1.0475
H 2.4825 -6.7732 -0.9176
H -3.3867 2.1251 -3.7285
H 2.6631 0.0756 -5.2966
H 1.6404 -0.8878 -4.2109
H 0.5248 2.6944 -8.4611
H -2.8480 5.8733 3.2581
H -0.3018 0.4905 5.5346
H 1.5351 -3.7263 2.1271
H -2.3144 -1.0335 0.6219
H -1.5562 1.6672 4.0179
H 3.6983 -2.0297 -1.4317
H 1.8940 -2.9380 4.2326
H -2.4769 3.5713 -3.2924
H -5.7834 -0.2775 4.0528
H 2.4601 0.3716 1.0367
H -0.2167 2.0782 2.9334
H 1.5952 -5.1202 0.6365
H -2.2576 2.0756 -2.3705
H -1.7170 3.7311 3.5567
H 0.1582 -3.1196 1.1581
H -1.2394 2.6857 -8.3837
H -0.3474 4.1109 -7.8599
H 1.1558 -1.4482 6.0935
H 6.2907 0.1328 2.9476

Forces on the atoms, in the same order (eV/Å):
Pt -0.51 -0.61 -0.29
Te 0.02 -0.26 0.59
O -0.06 0.47 0.26
O 0.11 -0.44 -0.23
N 0.90 0.82 -0.42
C 0.05 -0.01 0.03
C -0.05 -0.02 -0.05
C -0.03 -0.07 0.02
C -0.02 -0.01 -0.01
C -0.05 -0.02 0.04
C -0.01 0.07 0.06
C -0.11 0.06 -0.08
C -0.08 -0.03 0.02
C 0.05 0.01 0.03
C -0.26 -0.19 -0.15
C 0.09 -0.13 0.05
C -0.10 -0.07 0.20
C 0.26 0.07 -0.28
C 0.18 0.29 0.43
C -0.09 0.03 0.08
C 0.05 0.03 0.00
C 0.17 0.14 -0.14
C 0.02 0.03 0.09
C 0.03 0.04 0.06
C 0.02 -0.07 0.02
C -0.05 0.11 0.02
C -0.05 -0.11 0.04
C 0.10 -0.10 0.08
C -0.03 -0.34 0.33
C 0.01 0.02 0.00
C -0.13 -0.08 0.23
C -0.22 0.12 -0.16
C 0.01 -0.01 -0.19
C 0.05 0.09 0.08
C -0.10 0.17 -0.28
C 0.03 -0.12 -0.05
C 0.00 0.01 0.02
C -0.09 0.04 0.11
C -0.08 0.06 -0.23
C 0.08 0.09 -0.02
C 0.03 0.00 -0.11
C 0.02 -0.03 0.07
C -0.03 -0.01 -0.01
C 0.01 -0.02 -0.09
C -0.14 0.02 -0.17
C 0.00 -0.15 0.26
C 0.01 0.08 -0.02
H -0.04 0.01 0.00
H 0.02 0.01 -0.03
H 0.00 -0.02 0.00
H 0.01 -0.01 -0.02
H 0.01 0.01 0.01
H 0.04 -0.01 -0.06
H -0.01 -0.01 0.00
H -0.02 -0.08 0.05
H -0.02 0.00 -0.02
H -0.03 -0.02 0.02
H -0.01 -0.01 0.00
H 0.00 -0.06 0.01
H 0.00 0.01 -0.01
H 0.03 0.03 -0.03
H 0.00 0.01 0.00
H 0.00 -0.04 0.02
H -0.01 0.04 -0.02
H 0.02 0.01 0.05
H 0.00 0.02 -0.02
H 0.00 -0.01 0.00
H 0.05 0.10 -0.07
H -0.11 -0.02 0.11
H 0.03 0.05 -0.07
H 0.12 -0.06 0.10
H -0.01 0.01 -0.03
H -0.02 -0.03 -0.07
H -0.01 0.00 -0.02
H 0.01 0.00 0.00
H 0.02 -0.01 -0.09
H -0.09 0.07 0.00
H -0.02 0.03 -0.01
H -0.02 0.01 0.01
H 0.02 0.01 -0.04
H 0.02 -0.07 0.02
H 0.01 0.02 -0.04
H 0.00 0.00 0.00
H 0.05 0.03 0.00
H -0.02 0.01 0.02

Computed properties:
max |F| = 1.29 eV Å⁻¹
charge = -1
frontier orbital gap = 6.2 eV
DFT total energy = -2215.9125 Eh
HOMO level = -0.137 Ha

***

C42H39CrN3O3P2S | ωB97M-V with the def2-TZVPD basis set

Geometry (Å):
Cr -0.4159 -1.9426 0.2032
S 2.1316 4.3609 -3.3510
P -0.9388 -0.1887 -1.4780
P 0.9725 0.1022 0.4395
O 2.9430 -3.6345 2.6686
O -1.4832 -3.1697 -0.7033
O 0.7072 -2.7848 1.5417
N -0.9358 -1.9712 2.9377
N -1.6110 -2.0638 1.7062
N 0.5224 0.5958 -1.1189
C -4.8938 -3.6229 -1.7802
C -0.8209 -0.8119 -3.1634
C 0.2858 -2.3703 2.7292
C 1.7360 2.3951 1.8491
C -2.5958 1.7840 -2.5583
C 0.5336 4.1203 -2.5434
C 1.2723 -2.3001 3.8217
C -2.8737 -2.2848 1.6595
C 0.7822 1.3926 1.6645
C -4.0274 2.0643 -0.1857
C 1.0810 1.7481 -1.8596
C 3.3315 -0.7339 -0.7809
C 1.8505 -1.4537 6.0163
C -1.9152 -1.8253 -5.0536
C -4.9470 -2.6455 0.3974
C -3.5904 2.7427 -2.4573
C 3.4303 -2.8051 4.7927
C -2.3069 0.9686 -1.4651
C 0.3483 3.3903 3.5382
C -3.5173 -3.6540 -1.7684
C -4.2981 2.8864 -1.2708
C -3.5417 -2.6352 0.4269
C 3.4413 -0.3446 1.5931
C 0.5437 3.1091 -1.4055
C 4.7442 -0.8145 1.6078
C -0.6838 -2.0059 -5.6697
C -1.9861 -1.2306 -3.8049
C -0.5900 2.3812 3.3807
C 0.9564 -1.5700 4.9757
C -0.3694 1.3780 2.4486
C 3.0905 -2.0857 5.9179
C 2.5307 -2.9165 3.7316
C 4.6391 -1.1949 -0.7633
C 3.0092 5.2063 -2.0265
C -2.8099 -3.1404 -0.6728
C -3.0351 1.1012 -0.2853
C 0.4779 -1.5966 -5.0335
C 1.5133 3.3940 2.7804
C 5.3446 -1.2370 0.4305
C 0.4117 -1.0055 -3.7800
C 2.7274 -0.2986 0.3963
C -5.6265 -3.1091 -0.7033
H 1.3246 -0.6885 -3.2951
H 3.7961 -2.0155 6.7351
H -1.0804 0.5649 2.3546
H -0.0128 -1.0934 5.0276
H 2.6543 2.3854 1.2744
H -0.1538 3.8057 -3.3311
H -3.8153 3.3760 -3.3043
H 0.1740 5.0873 -2.1851
H -6.7051 -3.1020 -0.7296
H 2.2750 -3.5466 1.9666
H 6.3614 -1.6038 0.4420
H -5.4202 -4.0186 -2.6399
H -0.6288 -2.4647 -6.6472
H 4.0150 5.4133 -2.3861
H -2.9538 -1.1020 -3.3337
H 1.1438 3.5009 -0.5840
H -5.0754 3.6346 -1.1962
H 3.0964 4.5932 -1.1301
H 1.4382 -1.7353 -5.5104
H 5.2835 -0.8592 2.5433
H 0.1821 4.1692 4.2693
H 0.8639 1.5961 -2.9204
H -0.4682 2.9959 -1.0116
H -2.9513 -4.0686 -2.5909
H 2.5291 6.1518 -1.7770
H -5.4892 -2.2879 1.2633
H 2.2519 4.1707 2.9230
H -2.0504 1.6659 -3.4867
H 2.7922 -0.7111 -1.7187
H -2.8223 -2.1457 -5.5467
H 5.1043 -1.5253 -1.6812
H -1.4818 2.3658 3.9913
H 2.1673 1.6979 -1.7712
H -3.4204 -2.2731 2.6006
H 4.3863 -3.3006 4.7053
H -4.5926 2.1668 0.7303
H 1.5898 -0.8861 6.8977
H -2.8325 0.4480 0.5558
H 2.9811 -0.0346 2.5247

Forces on the atoms, in the same order (eV/Å):
Cr 0.10 -0.13 -0.11
S 0.03 -0.03 -0.04
P 0.05 -0.37 0.02
P 0.16 -0.50 0.00
O -0.06 0.05 -0.05
O -0.14 -0.09 0.14
O -0.24 0.05 0.19
N -0.30 -0.07 -0.53
N 0.09 0.24 0.39
N 0.05 0.44 -0.13
C -0.08 -0.04 -0.06
C 0.03 0.12 -0.04
C 0.52 0.04 0.14
C -0.05 0.04 -0.02
C -0.02 0.04 0.00
C -0.12 0.15 0.06
C -0.10 -0.05 -0.03
C -0.04 -0.04 -0.10
C -0.04 0.11 0.10
C 0.01 -0.01 -0.06
C -0.03 -0.09 0.02
C 0.07 -0.02 -0.03
C -0.02 -0.03 -0.06
C 0.06 0.01 0.00
C -0.02 -0.04 -0.13
C 0.04 -0.02 -0.02
C -0.10 0.06 0.02
C -0.04 0.06 0.02
C -0.02 -0.02 0.03
C -0.10 0.06 0.09
C -0.04 -0.01 0.05
C -0.04 0.02 0.29
C 0.01 -0.02 0.11
C 0.09 -0.02 0.00
C -0.01 -0.02 -0.06
C 0.00 0.00 0.00
C -0.09 -0.02 -0.02
C 0.07 0.01 -0.03
C 0.02 0.00 0.02
C -0.07 0.02 0.00
C 0.01 0.02 0.05
C 0.05 -0.04 -0.04
C -0.02 0.02 0.02
C 0.09 0.04 0.08
C 0.21 -0.02 -0.20
C -0.05 0.06 0.04
C 0.00 0.02 0.03
C 0.03 -0.02 -0.02
C 0.00 0.01 0.01
C 0.01 -0.04 -0.07
C 0.04 0.12 -0.01
C 0.14 0.01 0.02
H 0.01 0.01 0.04
H 0.02 0.01 0.01
H 0.02 0.04 -0.02
H -0.01 -0.01 0.00
H 0.00 0.01 -0.03
H 0.03 -0.06 -0.04
H -0.01 0.02 -0.01
H 0.00 -0.01 0.00
H -0.05 -0.01 0.01
H 0.01 -0.04 0.00
H 0.02 -0.01 0.01
H -0.01 0.00 0.00
H -0.01 -0.01 -0.02
H -0.01 0.01 -0.04
H 0.03 0.03 0.03
H 0.01 -0.05 0.06
H -0.01 0.02 0.00
H -0.02 -0.04 0.00
H 0.01 0.00 -0.02
H 0.02 0.00 0.03
H -0.01 0.03 0.02
H -0.07 0.00 0.03
H -0.07 -0.01 -0.04
H 0.01 0.00 -0.02
H -0.03 0.00 -0.02
H -0.02 0.03 0.03
H 0.01 0.02 0.01
H 0.03 0.00 -0.01
H -0.05 0.00 0.00
H -0.02 -0.01 -0.02
H 0.02 -0.01 -0.03
H -0.02 0.00 0.02
H 0.00 0.06 0.00
H -0.01 -0.04 -0.03
H 0.04 -0.03 -0.01
H -0.02 0.01 0.01
H 0.01 0.01 0.02
H 0.04 -0.01 -0.01
H -0.02 0.00 -0.03

Computed properties:
max |F| = 0.61 eV Å⁻¹
spin multiplicity = 4
expectation value of S² = 3.796
energy above the lowest of the compared OMol25 structures with the same formula, charge and spin = 3.33 kcal per mole
charge = +1
frontier orbital gap (spin up / spin down) = 7.0 / 7.3 eV
DFT total energy = -4139.1249 Eh
HOMO level (spin up / spin down) = -0.383 / -0.386 Ha